Molecular formula: C4H8O
Method: DFT, ωB97M-V/def2-TZVPD

Its multiplicity is 1. Its orbital gap is 9.6415 eV. The value obtained for the HOMO energy is -0.3204 Eh. Its SMILES is C=CO.C=C. As for the charge: 0. Its molecular weight is 72.1 g mol⁻¹.

Each line ends with the natural charge from an NBO analysis.
CARTESIAN COORDINATES (ANGSTROEM)
1 C 1.581 -1.347 -1.556  -0.410
2 C 0.539 -0.824 -2.262  -0.362
3 H 1.414 -1.485 -0.446  0.178
4 H 2.609 -1.243 -1.989  0.215
5 H -0.367 -0.504 -1.774  0.183
6 H 0.423 -0.904 -3.322  0.196
7 C -1.767 0.402 0.723  -0.562
8 C -0.876 0.790 1.687  0.177
9 O 0.446 0.977 1.483  -0.678
10 H -1.418 -0.301 -0.074  0.178
11 H -2.626 1.055 0.445  0.232
12 H -1.244 1.275 2.678  0.174
13 H 0.786 0.161 1.063  0.480

***

Molecular formula: C4H8O
Method: DFT, ωB97M-V/def2-TZVPD

Its multiplicity is 1. Its orbital gap is 9.5907 eV. The value obtained for the HOMO energy is -0.3174 Eh. Its SMILES is C=C(C)OC. As for the charge: 0. Its molecular weight is 72.1 g mol⁻¹.

Each line ends with the natural charge from an NBO analysis.
CARTESIAN COORDINATES (ANGSTROEM)
1 C -1.829 -0.192 -0.027  -0.273
2 C 0.633 -0.035 -0.045  0.304
3 C 0.335 1.422 0.019  -0.704
4 C 1.794 -0.693 -0.004  -0.497
5 H -2.010 0.160 -1.114  0.179
6 H -2.469 -1.129 0.113  0.204
7 H -2.144 0.532 0.807  0.184
8 H 0.214 1.690 1.185  0.239
9 H -0.646 1.923 -0.594  0.243
10 H 1.258 2.030 -0.400  0.237
11 H 2.625 -0.094 -0.118  0.194
12 H 2.060 -1.783 0.035  0.227
13 O -0.560 -0.792 0.054  -0.538

***

Molecular formula: C4H8O
Method: DFT, ωB97M-V/def2-TZVPD

Its multiplicity is 1. Its orbital gap (alpha / beta) is 10.0636 / 6.3117 eV. The value obtained for the HOMO energy (alpha / beta) is -0.3671 / -0.2780 Eh. As for the charge: 0. Its molecular weight is 72.1 g mol⁻¹.

Each line ends with the natural charge from an NBO analysis.
CARTESIAN COORDINATES (ANGSTROEM)
1 C -0.002 -0.769 -1.096  -0.479
2 C 0.472 -1.296 0.264  -0.472
3 C 0.327 0.173 0.031  0.346
4 C 0.792 1.492 0.446  -0.700
5 O -2.166 0.163 0.785  -0.788
6 H 0.567 -0.803 -1.988  0.215
7 H -1.112 -0.770 -1.395  0.248
8 H -0.233 -1.809 0.824  0.254
9 H 1.520 -1.654 0.226  0.220
10 H 1.534 1.855 -0.298  0.236
11 H 1.256 1.318 1.363  0.228
12 H 0.004 2.246 0.535  0.273
13 H -2.958 -0.147 0.303  0.418

***

Molecular formula: C4H8O
Method: DFT, ωB97M-V/def2-TZVPD

Its multiplicity is 1. Its orbital gap is 10.8601 eV. The value obtained for the HOMO energy is -0.3579 Eh. Its SMILES is COC1CC1. As for the charge: 0. Its molecular weight is 72.1 g mol⁻¹.

Each line ends with the natural charge from an NBO analysis.
CARTESIAN COORDINATES (ANGSTROEM)
1 C -0.051 -1.871 0.483  -0.286
2 C -0.481 0.387 0.217  0.083
3 C 0.854 1.021 -0.143  -0.463
4 C -0.421 1.424 -0.876  -0.441
5 H 1.013 -1.961 -0.151  0.188
6 H 0.230 -1.646 1.648  0.179
7 H -0.724 -2.820 0.533  0.206
8 H -0.925 0.701 1.151  0.173
9 H 1.326 1.817 0.402  0.223
10 H 1.579 0.436 -0.722  0.217
11 H -0.892 2.433 -0.582  0.219
12 H -0.571 0.942 -1.852  0.229
13 O -0.937 -0.863 -0.108  -0.526

***

Molecular formula: C4H8O
Method: DFT, ωB97M-V/def2-TZVPD

Its multiplicity is 1. Its orbital gap is 11.0966 eV. The value obtained for the HOMO energy is -0.3690 Eh. Its SMILES is OC1CCC1. As for the charge: 0. Its molecular weight is 72.1 g mol⁻¹.

Each line ends with the natural charge from an NBO analysis.
CARTESIAN COORDINATES (ANGSTROEM)
1 C 0.744 0.017 0.425  0.084
2 C -0.250 -1.008 -0.099  -0.426
3 C -1.364 0.111 -0.115  -0.390
4 C -0.152 1.114 -0.022  -0.420
5 H 2.526 -0.720 -0.170  0.466
6 H 0.888 -0.163 1.485  0.165
7 H -0.431 -1.826 0.592  0.203
8 H -0.088 -1.301 -1.137  0.213
9 H -1.945 0.147 -0.996  0.206
10 H -1.966 0.056 0.816  0.199
11 H -0.158 2.074 0.515  0.209
12 H 0.177 1.355 -1.048  0.220
13 O 2.019 0.147 -0.246  -0.728

***

Molecular formula: C4H8O
Method: DFT, ωB97M-V/def2-TZVPD

Its multiplicity is 1. Its orbital gap is 8.7379 eV. The value obtained for the HOMO energy is -0.3016 Eh. As for the charge: 0. Its molecular weight is 72.1 g mol⁻¹.

Each line ends with the natural charge from an NBO analysis.
CARTESIAN COORDINATES (ANGSTROEM)
1 C 0.045 0.426 0.358  0.017
2 C -0.027 -1.179 2.157  -0.316
3 C -0.558 0.672 -1.519  -0.183
4 C 0.366 0.662 -2.453  -0.457
5 O -0.488 -0.743 0.347  -0.526
6 H -0.468 1.239 0.893  0.149
7 H 1.142 0.497 0.322  0.146
8 H -1.615 0.878 -1.632  0.187
9 H -1.020 -1.094 2.588  0.202
10 H 0.705 -0.545 2.655  0.193
11 H 0.352 -2.180 1.994  0.203
12 H 1.386 0.354 -2.243  0.190
13 H 0.180 1.013 -3.467  0.195

***

Molecular formula: C4H8O
Method: DFT, ωB97M-V/def2-TZVPD

Its multiplicity is 1. Its orbital gap is 8.9674 eV. The value obtained for the HOMO energy is -0.2974 Eh. As for the charge: 0. Its molecular weight is 72.1 g mol⁻¹.

Each line ends with the natural charge from an NBO analysis.
CARTESIAN COORDINATES (ANGSTROEM)
1 C 1.903 0.641 -0.190  -0.259
2 C -0.759 0.571 0.344  0.035
3 O 1.002 -0.262 0.468  -0.633
4 C -1.352 -0.227 -0.800  -0.568
5 C -1.630 -0.646 0.602  -0.572
6 H 1.367 1.558 -0.447  0.210
7 H 2.263 0.140 -1.089  0.190
8 H 2.756 0.867 0.456  0.182
9 H 1.035 -0.075 1.415  0.505
10 H -2.108 0.299 -1.381  0.226
11 H -0.707 -0.869 -1.391  0.229
12 H -2.589 -0.423 1.067  0.226
13 H -1.182 -1.574 0.947  0.229

***

Molecular formula: C4H8O
Method: DFT, ωB97M-V/def2-TZVPD

Its multiplicity is 1. Its orbital gap is 10.7851 eV. The value obtained for the HOMO energy is -0.3634 Eh. Its SMILES is CCCC=O. As for the charge: 0. Its molecular weight is 72.1 g mol⁻¹.

Each line ends with the natural charge from an NBO analysis.
CARTESIAN COORDINATES (ANGSTROEM)
1 C 1.192 0.574 -0.769  -0.612
2 C 0.639 -0.718 -0.133  -0.423
3 C -0.872 -0.520 0.057  -0.514
4 C -1.275 0.482 1.177  0.428
5 H 0.963 0.358 -1.928  0.208
6 H 2.314 0.685 -0.790  0.220
7 H 0.614 1.491 -0.254  0.208
8 H 0.804 -1.460 -0.864  0.209
9 H 1.248 -0.957 0.699  0.208
10 H -1.317 -1.467 0.404  0.243
11 H -1.432 -0.131 -0.911  0.243
12 H -0.441 0.703 2.068  0.116
13 O -2.437 0.961 1.242  -0.532

***

Molecular formula: C4H8O
Method: DFT, ωB97M-V/def2-TZVPD

Its multiplicity is 1. Its orbital gap is 10.3627 eV. The value obtained for the HOMO energy is -0.3447 Eh. Its SMILES is C/C=C/CO. As for the charge: 0. Its molecular weight is 72.1 g mol⁻¹.

Each line ends with the natural charge from an NBO analysis.
CARTESIAN COORDINATES (ANGSTROEM)
1 C -1.373 -1.529 0.665  -0.651
2 C -0.664 -0.228 0.249  -0.222
3 C 0.564 -0.230 -0.275  -0.220
4 C 1.310 1.039 -0.667  -0.094
5 H -2.550 -1.491 0.336  0.222
6 H -0.757 -2.467 0.148  0.219
7 H -1.368 -1.704 1.839  0.223
8 H -1.263 0.722 0.234  0.210
9 H 1.322 -1.074 -0.365  0.209
10 H 1.419 1.018 -1.768  0.191
11 H 2.310 1.143 -0.180  0.169
12 H 0.359 2.497 0.373  0.460
13 O 0.690 2.305 -0.589  -0.717

***

Molecular formula: C4H8O
Method: DFT, ωB97M-V/def2-TZVPD

Its multiplicity is 1. Its orbital gap is 10.3965 eV. The value obtained for the HOMO energy is -0.3454 Eh. Its SMILES is C/C=C/CO. As for the charge: 0. Its molecular weight is 72.1 g mol⁻¹.

Each line ends with the natural charge from an NBO analysis.
CARTESIAN COORDINATES (ANGSTROEM)
1 C -1.906 -1.149 -0.801  -0.640
2 C 1.141 0.499 0.943  -0.092
3 O 1.544 1.341 -0.142  -0.717
4 C -0.012 -0.408 0.600  -0.242
5 C -0.623 -0.394 -0.572  -0.164
6 H -2.729 -0.500 -1.089  0.213
7 H -2.156 -1.716 0.095  0.207
8 H -1.775 -1.924 -1.564  0.216
9 H 0.895 1.159 1.783  0.167
10 H 2.022 -0.059 1.251  0.186
11 H 0.913 2.063 -0.184  0.462
12 H -0.571 -0.673 1.497  0.197
13 H -0.302 0.231 -1.397  0.206

***

Molecular formula: C4H8O
Method: DFT, ωB97M-V/def2-TZVPD

Its multiplicity is 1. Its orbital gap is 10.8024 eV. The value obtained for the HOMO energy is -0.3598 Eh. Its SMILES is CC1(C)CO1. As for the charge: 0. Its molecular weight is 72.1 g mol⁻¹.

Each line ends with the natural charge from an NBO analysis.
CARTESIAN COORDINATES (ANGSTROEM)
1 C -1.240 -0.711 -0.010  -0.624
2 C -0.002 0.099 -0.186  0.215
3 C 1.337 -0.588 0.061  -0.636
4 C -0.142 1.544 0.039  -0.149
5 O 0.173 1.032 -1.242  -0.478
6 H -1.252 -1.107 1.018  0.218
7 H -2.115 -0.068 -0.128  0.218
8 H -1.260 -1.539 -0.712  0.210
9 H 1.391 -1.187 0.976  0.210
10 H 2.177 0.120 0.054  0.223
11 H 1.491 -1.260 -0.791  0.222
12 H -1.118 2.027 0.074  0.186
13 H 0.559 1.637 0.848  0.185

***

Molecular formula: C4H8O
Method: DFT, ωB97M-V/def2-TZVPD

Its multiplicity is 1. Its orbital gap is 7.8724 eV. The value obtained for the HOMO energy is -0.2631 Eh. As for the charge: 0. Its molecular weight is 72.1 g mol⁻¹.

Each line ends with the natural charge from an NBO analysis.
CARTESIAN COORDINATES (ANGSTROEM)
1 C -0.297 -0.811 -0.039  -0.435
2 C -1.662 -0.195 -0.056  -0.636
3 C 0.866 0.004 0.206  0.204
4 C 0.949 1.378 -0.035  -0.669
5 O 2.059 -0.625 0.497  -0.661
6 H 1.868 -1.545 0.716  0.477
7 H -0.176 -1.887 0.012  0.217
8 H 0.541 -0.086 -1.075  0.417
9 H 1.867 1.894 0.191  0.224
10 H 0.063 1.954 -0.235  0.210
11 H -2.428 -0.968 -0.094  0.225
12 H -1.819 0.428 0.832  0.212
13 H -1.830 0.459 -0.921  0.213